Record 1
C5H10O | ωB97M-V with the def2-TZVPD basis set

## Properties
**Structure (SMILES)**: CC(=O)C(C)C
**DFT total energy**: -271.75164 a.u.
**E_LUMO**: 0.97 eV
**HOMO level**: -9.55 eV
**Frontier orbital gap**: 10.5150 eV
**M**: 86.134 g/mol
**Relative energy (zero: lowest compared OMol25 entry of this formula, charge and spin)**: 0.027 eV

CARTESIAN COORDINATES (ANGSTROEM)
C -1.188 0.148 -0.962
C -0.406 -0.337 0.268
C -1.093 0.063 1.568
C 1.029 0.182 0.265
O 1.458 0.854 1.178
C 1.944 -0.160 -0.893
H -0.765 -0.220 -1.903
H -1.213 1.244 -1.004
H -2.225 -0.203 -0.909
H -0.341 -1.436 0.206
H -1.144 1.154 1.648
H -0.527 -0.296 2.431
H -2.109 -0.342 1.619
H 1.649 -1.053 -1.453
H 1.990 0.687 -1.587
H 2.942 -0.286 -0.472

Results of the Mulliken charge analysis, in e, for atoms 1 through 6:
1 C -1.3721
2 C 0.6607
3 C -1.4424
4 C 0.5400
5 O -0.5637
6 C -1.1847

---

Record 2
C16H33ClCuP2 | ωB97M-V with the def2-TZVPD basis set

## Properties
**2S+1**: 2
**⟨S²⟩**: 0.754
**DFT total energy**: -3412.46454 a.u.
**E_LUMO (spin up / spin down)**: 0.19 / 0.05 eV
**HOMO level (spin up / spin down)**: -3.26 / -6.12 eV
**Frontier orbital gap (spin up / spin down)**: 3.4453 / 6.1630 eV
**M**: 386.387 g/mol
**Relative energy (zero: lowest compared OMol25 entry of this formula, charge and spin)**: 0.268 eV

CARTESIAN COORDINATES (ANGSTROEM)
P -2.466 1.194 -0.252
P -0.915 -2.678 -0.109
C -0.773 0.374 -0.241
C -0.326 -1.000 -0.778
H -0.114 0.729 0.592
H -0.595 1.087 -1.042
H -0.597 -1.016 -1.844
H 0.765 -1.097 -0.719
C 0.374 -3.235 1.109
H 0.191 -4.280 1.396
H 0.235 -2.637 2.046
H 1.398 -3.088 0.739
C -0.866 -3.793 -1.535
H 0.157 -4.104 -1.752
H -1.304 -3.296 -2.417
H -1.496 -4.668 -1.308
C -2.656 2.388 1.035
H -3.584 2.987 1.059
H -1.825 3.053 0.794
H -2.488 1.976 2.056
C -2.782 1.812 -1.921
H -2.548 1.058 -2.669
H -2.095 2.637 -2.001
H -3.800 2.163 -2.081
Cu -0.933 -0.688 1.555
C 2.729 -0.389 -0.800
C 2.623 -0.514 0.559
C 3.273 0.416 1.525
C 2.917 1.908 1.233
C 1.540 2.093 0.678
C 1.375 2.189 -0.675
C 2.445 2.026 -1.704
C 3.400 0.788 -1.444
C -3.466 -0.192 -0.255
H 2.584 -1.242 -1.489
H 2.272 -1.426 1.014
H 4.361 0.355 1.500
H 2.938 0.133 2.543
H 3.055 2.466 2.196
H 3.695 2.318 0.549
H 0.753 2.439 1.390
H 0.481 2.638 -1.112
H 3.110 2.886 -1.764
H 1.960 1.896 -2.681
H 3.795 0.494 -2.444
H 4.287 1.136 -0.864
H -2.860 -1.037 -0.608
H -4.355 -0.059 -0.893
H -3.695 -0.490 0.754
Cl -2.111 -0.726 3.889
C -2.459 -1.668 2.455
H -2.079 -2.678 2.496
H -3.526 -1.641 2.239

Results of the Mulliken charge analysis, in e, for atoms 1 through 6:
1 P 1.3383
2 P 0.6726
3 C 0.2077
4 C -0.3638
5 H -0.0396
6 H 0.2268